Record 1
C37H27F15N6O2Ti | the ωB97M-V functional and the def2-TZVPD basis

Last column: Löwdin charge in e.
Cartesian coordinates (Å):
Ti: -0.81 -0.40 0.20  1.171
C: -3.24 1.74 1.41  -0.058
N: -2.95 0.77 0.33  -0.229
C: -3.02 1.48 -0.95  -0.177
C: -2.64 0.57 -2.08  -0.215
N: -1.40 -0.15 -1.77  -0.093
C: -0.91 -0.88 -2.84  -0.188
C: -1.54 -1.16 -4.07  -0.132
F: -2.80 -0.77 -4.35  0.081
C: -0.92 -1.89 -5.07  -0.142
F: -1.59 -2.12 -6.21  0.126
C: 0.35 -2.41 -4.92  -0.144
F: 0.93 -3.11 -5.89  0.126
C: 1.00 -2.18 -3.72  -0.137
F: 2.22 -2.66 -3.51  0.133
C: 0.36 -1.44 -2.75  -0.158
F: 1.01 -1.27 -1.58  0.057
C: -3.94 -0.32 0.42  -0.162
C: -3.37 -1.36 1.34  -0.186
N: -2.09 -1.79 0.76  -0.104
C: -2.04 -3.20 0.68  -0.183
C: -1.92 -3.87 -0.53  -0.145
F: -1.83 -3.18 -1.67  0.123
C: -1.87 -5.25 -0.60  -0.134
F: -1.73 -5.86 -1.79  0.127
C: -1.96 -6.01 0.55  -0.134
F: -1.92 -7.34 0.48  0.131
C: -2.12 -5.37 1.77  -0.131
F: -2.23 -6.09 2.88  0.127
C: -2.16 -3.99 1.82  -0.158
F: -2.31 -3.41 3.01  0.117
H: -4.26 2.12 1.28  0.100
H: -3.16 1.26 2.38  0.091
H: -2.54 2.56 1.36  0.069
H: -4.03 1.88 -1.11  0.138
H: -2.33 2.32 -0.87  0.087
H: -3.45 -0.12 -2.30  0.108
H: -2.52 1.18 -2.98  0.130
H: -4.90 0.08 0.78  0.132
H: -4.09 -0.77 -0.56  0.119
H: -3.23 -0.96 2.35  0.107
H: -4.05 -2.21 1.43  0.134
C: 0.62 5.22 -0.68  -0.064
C: 1.57 5.00 0.31  -0.046
C: 1.35 4.00 1.24  -0.022
C: 0.19 3.23 1.15  -0.256
N: -0.71 3.43 0.18  0.106
C: -0.49 4.41 -0.70  -0.139
C: -0.10 2.19 2.18  -0.197
C: 0.05 2.63 3.49  -0.030
C: -0.22 1.81 4.58  -0.067
C: -0.65 0.52 4.34  -0.063
C: -0.80 0.07 3.03  -0.135
C: -0.52 0.86 1.91  -0.160
H: 0.75 6.00 -1.42  0.102
H: 2.47 5.60 0.36  0.114
H: 2.09 3.78 2.00  0.110
H: -1.26 4.54 -1.46  0.109
H: 0.37 3.65 3.67  0.115
H: -0.10 2.18 5.58  0.105
H: -0.88 -0.15 5.16  0.110
H: -1.12 -0.95 2.90  0.069
F: 0.64 -3.06 0.17  0.023
C: 0.69 -1.97 1.02  -0.329
F: 0.28 -2.46 2.25  0.020
C: 2.20 -1.83 1.29  -0.574
F: 2.45 -0.90 2.23  0.141
F: 2.90 -1.48 0.19  0.122
F: 2.74 -2.98 1.71  0.167
O: 5.97 -1.11 0.20  -0.019
C: 5.85 0.14 -0.43  -0.248
N: 5.63 1.21 0.51  0.116
C: 4.46 1.86 0.78  -0.441
O: 4.33 2.59 1.75  0.080
C: 3.33 1.71 -0.20  -0.122
C: 3.39 2.19 -1.50  0.006
C: 2.24 2.12 -2.27  -0.016
C: 1.11 1.53 -1.75  -0.109
N: 1.06 1.04 -0.50  0.041
C: 2.14 1.18 0.26  -0.087
H: 5.10 -1.43 0.44  0.068
H: 5.04 0.14 -1.16  0.119
H: 6.79 0.31 -0.94  0.129
H: 6.34 1.36 1.22  0.155
H: 4.30 2.62 -1.89  0.131
H: 2.22 2.52 -3.28  0.115
H: 0.20 1.44 -2.33  0.109
H: 2.05 0.85 1.29  0.117

Summary:
electronic energy = -115719.2719 eV
net charge = 0
orbital gap = 7.4 eV
HOMO = -8.01 eV
E_LUMO = -0.63 eV

***

Record 2
C37H27FNO6 | the ωB97M-V functional and the def2-TZVPD basis

Last column: Löwdin charge in e.
Cartesian coordinates (Å):
O: -4.00 0.59 2.78  0.184
C: -3.05 -0.13 2.76  -0.514
O: -2.56 -0.77 1.71  0.167
C: -2.25 -0.43 3.99  -0.026
C: -2.80 -1.21 4.99  0.066
C: -2.06 -1.47 6.12  0.001
N: -0.83 -0.96 6.23  0.123
C: -0.28 -0.17 5.28  0.054
C: -0.97 0.13 4.12  -0.090
C: -0.36 0.98 3.05  -0.104
C: 0.73 1.95 3.53  -0.142
C: 2.16 1.46 3.33  -0.176
F: 2.68 1.06 4.56  -0.074
H: -2.95 -0.43 0.88  0.152
H: -3.80 -1.61 4.89  0.146
H: -2.43 -2.08 6.92  0.149
H: -0.28 -1.16 7.05  0.189
H: 0.72 0.19 5.45  0.137
H: 0.05 0.29 2.31  0.135
H: -1.14 1.55 2.54  0.129
H: 0.64 2.17 4.59  0.117
H: 0.60 2.90 3.03  0.122
H: 2.79 2.27 2.97  0.109
H: 2.22 0.61 2.65  0.124
C: 8.40 -0.48 -3.72  -0.050
C: 8.28 0.88 -3.99  -0.050
C: 7.80 1.74 -3.01  0.001
C: 7.44 1.24 -1.77  -0.084
C: 7.55 -0.13 -1.50  -0.084
C: 8.03 -0.98 -2.49  0.001
C: 7.14 -0.69 -0.19  -0.277
O: 7.23 -1.88 0.04  0.110
C: 6.60 0.25 0.84  -0.079
C: 6.17 -0.26 2.06  -0.001
C: 5.68 0.59 3.03  -0.068
C: 5.61 1.96 2.78  -0.078
C: 6.03 2.47 1.57  0.000
C: 6.52 1.62 0.59  -0.079
C: 6.95 2.19 -0.72  -0.277
O: 6.89 3.38 -0.93  0.111
H: 8.77 -1.15 -4.49  0.110
H: 8.56 1.27 -4.96  0.110
H: 7.71 2.80 -3.20  0.122
H: 8.12 -2.04 -2.27  0.122
H: 6.24 -1.33 2.24  0.121
H: 5.34 0.20 3.98  0.104
H: 5.23 2.63 3.55  0.107
H: 5.99 3.53 1.37  0.122
C: -7.81 -0.37 -0.16  -0.056
C: -8.94 -0.69 -0.89  -0.050
C: -8.83 -1.03 -2.23  0.006
C: -7.59 -1.03 -2.84  -0.078
C: -6.45 -0.69 -2.11  -0.086
C: -6.57 -0.36 -0.77  -0.011
C: -5.10 -0.64 -2.75  -0.276
O: -4.12 -0.34 -2.10  0.078
C: -5.01 -0.96 -4.20  -0.086
C: -3.77 -0.88 -4.83  -0.003
C: -3.66 -1.19 -6.17  -0.053
C: -4.78 -1.58 -6.89  -0.048
C: -6.02 -1.65 -6.27  0.004
C: -6.14 -1.34 -4.92  -0.079
C: -7.48 -1.41 -4.28  -0.275
O: -8.46 -1.75 -4.91  0.118
H: -7.89 -0.11 0.89  0.106
H: -9.91 -0.69 -0.42  0.110
H: -9.71 -1.29 -2.81  0.124
H: -5.68 -0.11 -0.21  0.104
H: -2.90 -0.58 -4.26  0.118
H: -2.70 -1.12 -6.66  0.109
H: -4.69 -1.82 -7.94  0.111
H: -6.90 -1.95 -6.83  0.123

Summary:
electronic energy = -55294.9031 eV
net charge = +1
orbital gap = 6.7 eV
HOMO = -11.27 eV
E_LUMO = -4.58 eV

***

Record 3
C37H28Br2N2O4P2ReS2 | the ωB97M-V functional and the def2-TZVPD basis

Last column: Löwdin spin population.
Cartesian coordinates (Å):
Re: 0.23 -0.24 -0.06  0.897
S: -1.52 -1.53 3.17  0.000
P: -2.62 -0.98 1.66  -0.004
C: -1.69 -0.41 0.24  -0.038
P: -2.22 0.04 -1.36  0.001
S: -0.55 -0.41 -2.43  0.025
C: -3.66 -0.82 -2.06  0.004
C: -3.52 -2.18 -2.34  0.001
C: -4.59 -2.90 -2.83  0.000
C: -5.82 -2.28 -3.04  0.000
C: -5.97 -0.93 -2.76  0.000
C: -4.89 -0.20 -2.27  0.001
C: -2.57 1.80 -1.47  -0.001
C: -2.88 2.36 -2.71  0.000
C: -3.07 3.73 -2.82  0.000
C: -2.93 4.54 -1.70  0.000
C: -2.60 3.99 -0.48  0.000
C: -2.42 2.62 -0.36  0.000
C: -3.62 -2.38 1.05  -0.001
C: -2.91 -3.55 0.76  0.000
C: -3.57 -4.68 0.31  0.000
C: -4.95 -4.66 0.15  0.000
C: -5.66 -3.51 0.45  0.000
C: -5.00 -2.37 0.90  0.000
C: -3.78 0.35 2.09  -0.002
C: -4.69 0.85 1.15  -0.001
C: -5.52 1.91 1.47  0.000
C: -5.44 2.50 2.73  0.000
C: -4.53 2.01 3.66  0.000
C: -3.71 0.94 3.34  -0.001
H: -2.56 -2.66 -2.18  0.001
H: -4.48 -3.96 -3.04  0.000
H: -6.66 -2.85 -3.42  0.000
H: -6.92 -0.44 -2.93  0.000
H: -5.01 0.86 -2.07  0.000
H: -2.97 1.73 -3.59  0.000
H: -3.32 4.16 -3.78  0.000
H: -3.07 5.61 -1.79  0.000
H: -2.46 4.62 0.39  0.000
H: -2.14 2.18 0.59  -0.001
H: -1.84 -3.57 0.92  0.000
H: -3.00 -5.58 0.10  0.000
H: -5.47 -5.55 -0.19  0.000
H: -6.73 -3.50 0.34  0.000
H: -5.57 -1.49 1.14  0.000
H: -4.76 0.40 0.17  0.000
H: -6.22 2.29 0.73  0.000
H: -6.08 3.33 2.98  0.000
H: -4.47 2.47 4.64  0.000
H: -2.99 0.56 4.06  0.000
O: 0.72 3.56 0.99  0.003
C: 0.78 2.37 0.91  0.007
O: 0.55 1.70 -0.22  0.033
C: 1.15 1.44 2.10  0.005
O: 1.51 1.87 3.15  0.005
O: 1.09 0.17 1.76  0.038
Br: 5.99 -1.47 1.08  0.000
C: 4.74 -0.81 -0.17  0.000
C: 5.14 -0.35 -1.40  0.000
C: 4.18 0.14 -2.27  0.000
C: 2.85 0.12 -1.87  0.001
N: 2.47 -0.35 -0.68  0.001
C: 3.40 -0.79 0.17  0.000
H: 6.19 -0.35 -1.68  0.000
H: 4.45 0.53 -3.24  0.000
H: 2.06 0.50 -2.51  0.000
H: 3.05 -1.10 1.15  0.000
Br: 1.28 -6.88 1.04  0.001
C: 1.02 -5.04 0.71  0.003
C: 0.69 -4.61 -0.57  0.000
C: 0.49 -3.26 -0.76  0.005
N: 0.61 -2.36 0.22  0.011
C: 0.93 -2.79 1.45  0.007
C: 1.15 -4.13 1.74  0.000
H: 0.59 -5.31 -1.39  0.000
H: 0.22 -2.87 -1.73  0.000
H: 1.01 -2.03 2.22  0.001
H: 1.39 -4.43 2.74  0.000

Summary:
electronic energy = -232460.3778 eV
2S+1 = 2
net charge = 0
orbital gap (alpha / beta) = 6.9 / 6.6 eV
HOMO (alpha / beta) = -7.59 / -7.27 eV
E_LUMO (alpha / beta) = -0.68 / -0.64 eV